P:
ORCA calculation (ωB97M-V/def2-TZVPD) on an isolated molecule of C4H10OS.

Geometry (Å):
C -1.041 0.530 0.663
C -0.079 0.866 -0.400
C 1.338 1.100 0.106
C 2.329 -0.014 -0.231
H -1.539 -1.135 -0.806
H -1.476 1.282 1.262
H -0.823 -0.272 1.389
H 0.108 0.076 -1.080
H -0.544 1.725 -0.979
H 1.666 1.937 -0.498
H 1.278 1.223 1.165
H 3.283 0.301 0.268
H 2.532 -0.100 -1.405
H 1.844 -1.243 1.061
O 2.151 -1.437 0.132
S -2.426 -0.449 -0.141

Total charge: 0
Lowest unoccupied orbital energy: 0.80 eV



Q:
ORCA calculation (ωB97M-V/def2-TZVPD) on an isolated molecule of C4H10OS.

Geometry (Å):
C -1.822 1.312 0.342
C -0.417 -1.100 0.538
C 1.027 -0.944 0.065
C 1.531 0.482 0.080
H -2.084 1.176 1.419
H -0.922 1.925 0.241
H -2.643 1.864 -0.154
H -0.677 -2.189 0.518
H -0.534 -0.749 1.554
H 1.158 -1.346 -0.899
H 1.700 -1.541 0.698
H 1.018 1.080 -0.645
H 1.357 0.934 1.083
H 3.238 1.322 -0.315
O 2.914 0.439 -0.224
S -1.677 -0.281 -0.491

Total charge: 0
Lowest unoccupied orbital energy: 0.86 eV



R:
ORCA calculation (ωB97M-V/def2-TZVPD) on an isolated molecule of C4H10OS.

Geometry (Å):
C -0.661 1.019 2.263
O -0.522 2.418 2.464
C 0.296 0.420 1.204
C -0.387 -0.202 -0.021
C 0.633 -1.070 -0.776
S 0.313 -1.245 -2.563
H -0.457 0.571 3.231
H -1.693 0.778 1.985
H -0.660 2.878 1.627
H 0.755 -0.411 1.721
H 1.002 1.169 0.845
H -0.748 0.554 -0.718
H -1.184 -0.884 0.287
H 1.561 -0.545 -0.823
H 0.759 -2.039 -0.324
H -0.893 -1.829 -2.495

Total charge: 0
Lowest unoccupied orbital energy: 0.94 eV



Which structure is the most stable? The one labeled Q.



P:
ORCA calculation (ωB97M-V/def2-TZVPD) on a cluster of 2 separate species, C4H10OS in total.

Geometry (Å):
C 2.327 -0.628 1.659
C 0.878 -0.284 1.288
S -0.331 -0.224 2.740
H 2.775 -0.552 0.663
H 2.714 0.082 2.394
H 2.473 -1.644 2.046
H 0.501 -1.043 0.603
H 0.714 0.695 0.833
H 0.563 -0.072 3.700
C -2.420 0.189 -1.549
C -1.788 0.520 -2.686
O -0.384 0.532 -2.755
H -3.271 0.764 -1.189
H -2.210 -0.752 -1.043
H -2.322 1.083 -3.447
H -0.220 1.332 -3.258

Total charge: 0
Lowest unoccupied orbital energy: 0.65 eV



Q:
ORCA calculation (ωB97M-V/def2-TZVPD) on a cluster of 2 separate species, C4H10OS in total.

Geometry (Å):
C 1.502 -0.643 -0.255
C 2.062 -0.323 1.164
S 0.735 -0.036 2.447
H 0.543 -0.160 -0.403
H 1.520 -1.730 -0.311
H 2.341 -0.336 -0.889
H 2.573 -1.259 1.457
H 2.833 0.452 1.171
H 1.603 0.210 3.419
C -2.082 -0.176 -0.351
C -2.332 0.492 -1.479
O -1.848 1.727 -1.727
H -2.833 -0.776 0.136
H -1.342 0.344 0.262
H -2.931 0.009 -2.262
H -2.342 2.205 -2.379

Total charge: 0
Lowest unoccupied orbital energy: 0.79 eV



R:
ORCA calculation (ωB97M-V/def2-TZVPD) on an isolated molecule of C4H10OS.

Geometry (Å):
C 0.562 -1.770 -0.568
O 0.949 -1.813 0.914
C 0.361 -0.299 -1.167
C -0.650 0.277 -0.185
C -0.173 1.400 0.761
S -1.864 2.232 1.085
H -0.444 -2.235 -0.692
H 1.283 -2.257 -1.121
H 1.843 -2.124 1.001
H 1.354 0.118 -1.106
H -0.057 -0.407 -2.187
H -1.522 0.603 -0.778
H -1.028 -0.569 0.366
H 0.527 2.134 0.221
H 0.436 1.375 1.655
H -1.576 3.334 1.799

Total charge: 0
Lowest unoccupied orbital energy: 0.89 eV



Which structure is the most stable? The one labeled R.